Record 1
Computed, not measured: the molecule C5H9NO at a distorted geometry, with ωB97M-V with the def2-TZVPD basis set.

Values from the calculation:
Spin multiplicity: 1
Electronic energy: -8867.6628 eV
SMILES: COC[C@@H](C)C#N

Each line ends with the natural charge from an NBO analysis.
Atoms and positions in Å:
C (2.5476, 0.2805, 0.2750)  -0.248
O (1.2212, 0.7031, 0.0704)  -0.535
C (0.3517, -0.3825, 0.1912)  -0.043
C (-1.1235, 0.0452, 0.2947)  -0.337
C (-1.7211, 0.7881, -0.9047)  -0.594
C (-1.8312, -1.2257, 0.4848)  0.287
N (-2.3002, -2.2761, 0.5883)  -0.325
H (3.2178, 1.1001, 0.0132)  0.198
H (2.7891, -0.5866, -0.3548)  0.168
H (2.7116, -0.0128, 1.3229)  0.168
H (0.5889, -0.9561, 1.1021)  0.177
H (0.4495, -1.0488, -0.6805)  0.172
H (-1.2502, 0.6530, 1.1978)  0.246
H (-2.7852, 0.9562, -0.7143)  0.222
H (-1.2465, 1.7592, -1.0621)  0.228
H (-1.6193, 0.2032, -1.8241)  0.217

Record 2
Computed, not measured: a cluster of 2 separate species, HN3O5S in total at a distorted geometry, with ωB97M-V with the def2-TZVPD basis set.

Values from the calculation:
Spin multiplicity: 1
Electronic energy: -25550.9493 eV

Each line ends with the natural charge from an NBO analysis.
Atoms and positions in Å:
N (2.8154, -0.5029, -0.0998)  -0.946
N (-2.3266, -0.6077, -0.2385)  0.744
N (-0.6926, 1.1521, -0.0351)  0.404
O (-2.6049, -0.2800, 0.8457)  -0.295
O (-2.7265, -1.4327, -0.9593)  -0.290
O (0.1136, 1.8121, -0.5775)  -0.268
O (-1.2718, 0.1869, -0.8914)  -0.306
O (0.7682, -0.2427, 1.1612)  -0.871
S (2.1421, 0.1993, 1.0656)  1.444
H (3.7831, -0.2844, -0.2710)  0.383

Record 3
Computed, not measured: a cluster of 2 separate species, C2H2O2S in total at a distorted geometry, with ωB97M-V with the def2-TZVPD basis set.

Values from the calculation:
Spin multiplicity: 1
Electronic energy: -17033.2260 eV

Each line ends with the natural charge from an NBO analysis.
Atoms and positions in Å:
C (-2.0594, 0.5084, 0.1680)  -0.212
C (-1.1624, -0.3032, 0.1518)  -0.295
O (2.2417, 1.0846, -0.3345)  -0.825
O (2.2328, -1.2522, -0.5794)  -0.833
S (2.1230, -0.1628, 0.3396)  1.663
H (-2.5811, 1.3950, -0.3186)  0.254
H (-0.7946, -1.2697, 0.5729)  0.248

Record 4
Computed, not measured: a cluster of 3 separate species, C3H14NO2 in total at a distorted geometry, with ωB97M-V with the def2-TZVPD basis set.

Values from the calculation:
Spin multiplicity: 1
Charge: +1
Electronic energy: -8917.0227 eV

Each line ends with the natural charge from an NBO analysis.
Atoms and positions in Å:
C (0.0121, -0.5246, 0.3915)  -0.205
C (1.3036, -1.2395, 0.0471)  -0.444
C (2.1988, -1.3069, 1.2842)  -0.603
N (-0.5574, 0.2855, -0.7785)  -0.672
H (-0.7999, -1.1653, 0.7091)  0.239
H (0.0585, 0.2264, 1.1795)  0.222
H (1.8264, -0.9334, -0.8556)  0.219
H (1.0181, -2.2774, -0.1337)  0.225
H (2.4972, -0.3276, 1.6634)  0.213
H (1.6952, -1.8525, 2.0809)  0.218
H (3.1264, -1.8269, 1.0620)  0.235
H (-1.4573, -0.0962, -1.0638)  0.441
H (-0.6974, 1.2478, -0.4886)  0.460
H (-0.0296, 0.2763, -1.6516)  0.439
H (-3.3915, 0.8213, 0.9675)  0.487
H (-3.2263, -0.4093, 1.8286)  0.498
O (-2.7850, 0.0753, 1.1086)  -0.980
H (0.4684, 3.0752, -2.6266)  0.488
H (-0.9818, 3.0757, -2.6848)  0.485
O (-0.2783, 2.8760, -2.0392)  -0.968

Record 5
Computed, not measured: a structure of composition C30H36GeMgN6O, with ωB97M-V with the def2-TZVPD basis set.

Values from the calculation:
Spin multiplicity: 1
Charge: +2
Electronic energy: -104633.7353 eV

Each line ends with the natural charge from an NBO analysis.
Atoms and positions in Å:
Mg (-1.1077, 0.7478, 0.1466)  1.783
O (-1.6528, -1.1222, 0.7183)  -0.787
C (-0.4509, -1.4818, 0.8743)  0.626
N (0.2389, -2.1077, -0.0554)  -0.665
C (-0.4933, -2.3266, -1.3067)  -0.279
C (-0.4536, -1.1361, -2.2550)  0.231
C (-0.2900, -1.3984, -3.6064)  -0.232
C (-0.3056, -0.3632, -4.5288)  -0.097
C (-0.4805, 0.9328, -4.0739)  -0.237
C (-0.6345, 1.1268, -2.7173)  0.064
N (-0.6262, 0.1327, -1.8133)  -0.655
C (0.2488, -0.8190, 2.0295)  0.122
C (0.8640, -1.4009, 3.1109)  -0.216
C (1.4171, -0.5599, 4.0758)  -0.102
C (1.3419, 0.8112, 3.9061)  -0.228
C (0.6999, 1.3138, 2.7835)  0.085
N (0.1523, 0.5206, 1.8631)  -0.618
H (-1.5332, -2.5691, -1.0841)  0.263
H (-0.0604, -3.1802, -1.8205)  0.239
H (-0.1518, -2.4191, -3.9369)  0.244
H (-0.1791, -0.5693, -5.5831)  0.252
H (-0.4995, 1.7774, -4.7467)  0.256
H (-0.7832, 2.1290, -2.3288)  0.205
H (0.9007, -2.4756, 3.2151)  0.258
H (1.8970, -0.9787, 4.9501)  0.255
H (1.7599, 1.4945, 4.6309)  0.258
H (0.6187, 2.3811, 2.6214)  0.218
C (5.2385, 1.4536, 0.1101)  -0.613
C (4.6974, 0.7621, 1.3544)  -0.391
C (4.1933, -0.6558, 1.0952)  -0.401
C (3.0221, -0.7068, 0.1073)  -0.862
Ge (2.1810, -2.4651, 0.0119)  1.485
C (2.5820, -3.4616, -1.6122)  -0.836
C (4.1016, -3.5236, -1.8223)  -0.404
C (4.8527, -4.1836, -0.6714)  -0.394
C (6.3545, -4.2306, -0.9153)  -0.605
H (5.6723, 2.4219, 0.3555)  0.231
H (4.4601, 1.6264, -0.6361)  0.192
H (6.0203, 0.8540, -0.3608)  0.214
H (3.8826, 1.3554, 1.7875)  0.180
H (5.4777, 0.7208, 2.1168)  0.223
H (3.8924, -1.1122, 2.0445)  0.200
H (5.0184, -1.2673, 0.7166)  0.215
H (3.3518, -0.4435, -0.9008)  0.244
H (2.2673, 0.0327, 0.3902)  0.216
H (2.3094, -3.2628, 1.3091)  -0.148
H (2.1169, -2.9627, -2.4669)  0.228
H (2.1619, -4.4676, -1.5475)  0.245
H (4.4929, -2.5128, -1.9826)  0.198
H (4.3094, -4.0718, -2.7441)  0.228
H (4.4624, -5.1944, -0.5199)  0.211
H (4.6590, -3.6474, 0.2685)  0.180
H (6.5843, -4.7954, -1.8195)  0.219
H (6.8800, -4.7028, -0.0868)  0.227
H (6.7612, -3.2251, -1.0417)  0.204
N (-11.3421, 3.3419, 0.7553)  -0.223
C (-10.1959, 3.2926, 0.7262)  0.238
C (-8.7610, 3.2264, 0.6874)  -0.136
C (-8.0994, 2.1884, 1.3372)  -0.127
C (-6.7166, 2.1264, 1.3031)  -0.245
C (-6.0185, 3.0977, 0.6046)  0.198
C (-6.6632, 4.1365, -0.0490)  -0.236
C (-8.0442, 4.2032, -0.0017)  -0.134
N (-4.5851, 3.0294, 0.5578)  -0.333
C (-3.7135, 4.0623, 0.8195)  -0.043
C (-2.4659, 3.5568, 0.6549)  -0.090
N (-2.5598, 2.2276, 0.2853)  -0.708
C (-3.8573, 1.9512, 0.2421)  0.220
H (-8.6684, 1.4442, 1.8762)  0.249
H (-6.1932, 1.3424, 1.8344)  0.232
H (-6.0971, 4.8749, -0.6010)  0.237
H (-8.5704, 5.0020, -0.5047)  0.252
H (-4.0620, 5.0366, 1.1130)  0.257
H (-1.5214, 4.0608, 0.7678)  0.229
H (-4.3049, 1.0048, -0.0168)  0.234

Q: What is the formula in the fifth record?
A: C30H36GeMgN6O

Q: What is the electronic energy in the fifth record?
A: -104633.7353 eV

Q: electronic energy of number 1 (C5H9NO)?
A: -8867.6628 eV